[1]
Entry from the Open Molecules 2025 dataset: the molecule C5H7NO (ωB97M-V with the def2-TZVPD basis set).

Properties
HOMO energy: -8.33 eV
Kohn-Sham gap: 0.342 hartree
SMILES string: Cc1occc1N

Geometry as ORCA input:
```
! RIJCOSX wB97M-V def2-TZVPD def2/J DEFGRID3
* xyz 0 1
C -1.66 -1.04 0.23
C -0.27 -0.49 0.26
O 0.72 -1.38 0.56
C 1.91 -0.77 0.33
C 1.71 0.49 -0.11
C 0.29 0.69 -0.14
N -0.31 1.90 -0.58
H -2.39 -0.44 0.79
H -2.00 -1.10 -0.80
H -1.66 -2.05 0.65
H 2.79 -1.36 0.50
H 2.44 1.22 -0.44
H -0.67 2.51 0.14
H -0.92 1.82 -1.38
*
```

[2]
Entry from the Open Molecules 2025 dataset: the molecule C5H7NO (ωB97M-V with the def2-TZVPD basis set).

Properties
HOMO energy: -7.56 eV
Kohn-Sham gap: 0.297 hartree
SMILES string: CC1=C(/C=C\[O-])[NH2+]1

Geometry as ORCA input:
```
! RIJCOSX wB97M-V def2-TZVPD def2/J DEFGRID3
* xyz 0 1
C 1.44 -1.39 0.46
C 0.08 -0.84 0.39
C -0.63 0.09 -0.26
C -0.95 1.42 -0.27
C -0.24 2.16 0.73
O 0.60 1.65 1.49
N -0.97 -1.09 -1.06
H 1.45 -2.43 0.80
H 2.00 -1.30 -0.47
H 1.95 -0.78 1.22
H -1.72 1.85 -0.90
H -0.48 3.24 0.81
H -1.87 -1.52 -0.91
H -0.66 -1.07 -2.03
*
```

[3]
Entry from the Open Molecules 2025 dataset: the molecule C5H7NO (ωB97M-V with the def2-TZVPD basis set).

Properties
HOMO energy: -9.88 eV
Kohn-Sham gap: 0.396 hartree
SMILES string: C#CCCNC=O

Geometry as ORCA input:
```
! RIJCOSX wB97M-V def2-TZVPD def2/J DEFGRID3
* xyz 0 1
C 2.00 1.33 -0.80
C 1.27 0.42 -0.51
C 0.72 -0.92 -0.21
C -0.51 -1.01 0.73
N -1.18 0.26 0.89
C -1.54 0.85 -0.30
O -1.68 0.22 -1.32
H 2.81 2.00 -1.00
H 1.57 -1.42 0.26
H 0.49 -1.42 -1.15
H -1.22 -1.74 0.33
H -0.21 -1.37 1.72
H -0.79 0.88 1.58
H -1.73 1.93 -0.22
*
```

[4]
Entry from the Open Molecules 2025 dataset: a cluster of 3 separate species, C5H7NO in total at a distorted geometry (ωB97M-V with the def2-TZVPD basis set).

Properties
HOMO energy (spin up / spin down): -6.44 / -6.44 eV
Kohn-Sham gap (spin up / spin down): 0.257 / 0.257 hartree

Geometry as ORCA input:
```
! RIJCOSX wB97M-V def2-TZVPD def2/J DEFGRID3
* xyz 0 1
C 0.30 0.63 -0.26
C 0.77 -0.57 0.14
C 2.59 0.97 0.16
C -1.56 -0.35 -0.67
C -2.53 -0.24 0.22
N 1.05 -1.64 0.63
O 3.08 1.50 -0.80
H 0.37 -2.40 0.66
H 3.15 0.89 1.13
H -0.07 1.31 0.50
H 0.50 0.98 -1.26
H -1.72 -0.75 -1.67
H -2.35 0.16 1.22
H -3.58 -0.48 0.01
*
```

[5]
Entry from the Open Molecules 2025 dataset: the molecule C5H7NO (ωB97M-V with the def2-TZVPD basis set).

Properties
HOMO energy: -9.34 eV
Kohn-Sham gap: 0.377 hartree
SMILES string: C[C@]12N[C@H]1CC2=O

Geometry as ORCA input:
```
! RIJCOSX wB97M-V def2-TZVPD def2/J DEFGRID3
* xyz 0 1
C 1.64 0.72 -0.44
C 0.30 0.45 0.17
N -0.28 0.64 1.50
C -0.22 -0.71 0.97
C -1.27 -1.04 -0.10
C -0.84 0.26 -0.79
O -1.16 0.87 -1.78
H 1.59 0.23 -1.43
H 2.48 0.27 0.10
H 1.83 1.78 -0.64
H -1.23 1.03 1.49
H 0.36 -1.42 1.55
H -2.32 -1.21 0.13
H -0.88 -1.86 -0.72
*
```

[6]
Entry from the Open Molecules 2025 dataset: a cluster of 2 separate species, C5H7NO in total at a distorted geometry (ωB97M-V with the def2-TZVPD basis set).

Properties
HOMO energy: -9.94 eV
Kohn-Sham gap: 0.388 hartree
SMILES string: c1ccncc1.O

Geometry as ORCA input:
```
! RIJCOSX wB97M-V def2-TZVPD def2/J DEFGRID3
* xyz 0 1
C -2.28 -0.08 -0.12
C -1.60 1.10 0.00
C -0.22 1.11 0.05
N 0.59 0.01 0.15
C -0.08 -1.21 0.12
C -1.48 -1.24 -0.08
H -3.35 -0.12 -0.45
H -2.03 2.12 -0.15
H 0.24 2.06 0.05
H 0.64 -2.03 0.26
H -2.02 -2.12 -0.16
O 4.12 -0.06 -0.24
H 4.32 0.24 0.74
H 3.16 0.21 -0.17
*
```

[7]
Entry from the Open Molecules 2025 dataset: the molecule C5H7NO at a distorted geometry (ωB97M-V with the def2-TZVPD basis set).

Properties
HOMO energy: -10.28 eV
Kohn-Sham gap: 0.402 hartree
SMILES string: CC(=O)[C@@H](C)C#N

Geometry as ORCA input:
```
! RIJCOSX wB97M-V def2-TZVPD def2/J DEFGRID3
* xyz 0 1
C 1.96 0.15 -0.01
C 0.72 -0.71 -0.03
O 0.73 -1.88 0.26
C -0.63 -0.07 -0.44
C -1.71 -0.43 0.59
C -0.55 1.38 -0.65
N -0.49 2.52 -0.80
H 2.83 -0.47 0.22
H 1.85 0.94 0.74
H 2.10 0.66 -0.97
H -0.89 -0.53 -1.40
H -1.51 0.05 1.55
H -2.69 -0.10 0.23
H -1.72 -1.51 0.72
*
```

[8]
Entry from the Open Molecules 2025 dataset: the molecule C5H7NO (ωB97M-V with the def2-TZVPD basis set).

Properties
HOMO energy: -9.19 eV
Kohn-Sham gap: 0.373 hartree
SMILES string: C1=NOC[C@@H]2C[C@@H]12

Geometry as ORCA input:
```
! RIJCOSX wB97M-V def2-TZVPD def2/J DEFGRID3
* xyz 0 1
C 0.77 -1.50 -0.04
N 1.88 -0.85 -0.16
O 1.88 0.52 0.08
C 0.65 1.38 0.07
C -0.41 0.51 -0.48
C -1.68 -0.16 -0.04
C -0.37 -0.72 0.42
H 0.86 -2.57 -0.26
H 0.93 2.23 -0.55
H 0.47 1.71 1.10
H -0.22 0.25 -1.52
H -2.29 0.23 0.78
H -2.25 -0.62 -0.85
H -0.20 -0.41 1.46
*
```

[9]
Entry from the Open Molecules 2025 dataset: a structure of composition C5H7NO at a distorted geometry (ωB97M-V with the def2-TZVPD basis set).

Properties
HOMO energy: -9.21 eV
Kohn-Sham gap: 0.380 hartree

Geometry as ORCA input:
```
! RIJCOSX wB97M-V def2-TZVPD def2/J DEFGRID3
* xyz 0 1
N -0.83 0.09 2.63
C -0.45 0.06 1.46
O -1.24 -1.04 0.22
C -0.30 -1.35 -0.72
C 0.84 -0.05 -0.92
C 0.15 1.29 -0.96
C 0.83 0.78 0.29
H -1.52 -0.36 3.26
H -0.67 -1.43 -1.76
H 0.33 -2.21 -0.43
H 1.70 -0.39 -1.53
H -0.94 1.19 -0.91
H 0.48 2.18 -1.51
H 1.63 1.25 0.87
*
```

[10]
Entry from the Open Molecules 2025 dataset: the molecule C5H7NO at a distorted geometry (ωB97M-V with the def2-TZVPD basis set).

Properties
HOMO energy: -7.63 eV
Kohn-Sham gap: 0.309 hartree
SMILES string: Cn1cccc1O

Geometry as ORCA input:
```
! RIJCOSX wB97M-V def2-TZVPD def2/J DEFGRID3
* xyz 0 1
C 0.54 -1.75 0.48
N 0.09 -0.39 0.29
C 0.02 0.59 1.27
C -0.42 1.73 0.69
C -0.53 1.51 -0.72
C -0.28 0.16 -0.90
O -0.35 -0.69 -1.95
H 1.37 -1.99 -0.19
H -0.27 -2.46 0.32
H 0.89 -1.82 1.51
H 0.45 0.41 2.25
H -0.56 2.72 1.10
H -0.12 2.28 -1.36
H -0.78 -0.25 -2.70
*
```

[11]
Entry from the Open Molecules 2025 dataset: the molecule C5H7NO at a distorted geometry (ωB97M-V with the def2-TZVPD basis set).

Properties
HOMO energy: -10.32 eV
Kohn-Sham gap: 0.403 hartree
SMILES string: CC(=O)[C@@H](C)C#N

Geometry as ORCA input:
```
! RIJCOSX wB97M-V def2-TZVPD def2/J DEFGRID3
* xyz 0 1
C 2.02 0.01 -0.30
C 0.74 -0.49 0.31
O 0.71 -1.31 1.20
C -0.58 0.06 -0.27
C -1.81 -0.56 0.39
C -0.59 1.53 -0.17
N -0.57 2.68 -0.08
H 2.86 -0.53 0.13
H 2.13 1.09 -0.12
H 2.00 -0.14 -1.39
H -0.57 -0.18 -1.35
H -1.81 -0.36 1.46
H -2.73 -0.16 -0.05
H -1.79 -1.64 0.25
*
```

[12]
Entry from the Open Molecules 2025 dataset: the molecule C5H7NO at a distorted geometry (ωB97M-V with the def2-TZVPD basis set).

Properties
HOMO energy: -9.89 eV
Kohn-Sham gap: 0.398 hartree

Geometry as ORCA input:
```
! RIJCOSX wB97M-V def2-TZVPD def2/J DEFGRID3
* xyz 0 1
N 2.51 -0.05 -0.62
C 1.50 0.03 0.16
O 0.82 -1.11 0.59
C -0.06 -0.65 -0.48
C -1.47 -0.49 0.12
C -0.97 0.85 0.74
C 0.30 0.84 -0.14
H 2.82 -1.02 -0.60
H 0.54 -0.91 -1.40
H -1.77 -1.27 0.82
H -2.25 -0.34 -0.63
H -0.77 0.80 1.81
H -1.62 1.71 0.54
H 0.42 1.61 -0.91
*
```

[13]
Entry from the Open Molecules 2025 dataset: a cluster of 2 separate species, C5H7NO in total (ωB97M-V with the def2-TZVPD basis set).

Properties
HOMO energy: -9.22 eV
Kohn-Sham gap: 0.370 hartree
SMILES string: [H]/N=C\CC#C.C=O

Geometry as ORCA input:
```
! RIJCOSX wB97M-V def2-TZVPD def2/J DEFGRID3
* xyz 0 1
H -1.24 0.20 -0.42
N -0.65 -0.54 -0.05
C 0.53 -0.19 0.23
C 1.14 1.17 0.01
C 0.15 2.18 -0.35
C -0.71 2.96 -0.65
H 1.19 -0.97 0.62
H 1.72 1.46 0.89
H 1.87 1.04 -0.81
H -1.45 3.68 -0.93
C -0.64 -2.73 0.36
O 0.52 -3.05 0.19
H -1.40 -2.82 -0.43
H -1.03 -2.41 1.34
*
```

[14]
Entry from the Open Molecules 2025 dataset: the molecule C5H7NO at a distorted geometry (ωB97M-V with the def2-TZVPD basis set).

Properties
HOMO energy: -9.07 eV
Kohn-Sham gap: 0.368 hartree
SMILES string: C1=N[C@H]2C[C@H]2CO1

Geometry as ORCA input:
```
! RIJCOSX wB97M-V def2-TZVPD def2/J DEFGRID3
* xyz 0 1
C 1.49 -0.63 0.65
N 0.85 -1.45 -0.08
C -0.35 -0.98 -0.74
C -1.33 -0.55 0.38
C -0.64 0.45 -0.51
C 0.47 1.37 -0.11
O 1.38 0.71 0.77
H 2.21 -0.98 1.39
H -0.55 -1.48 -1.69
H -0.90 -0.97 1.28
H -2.39 -0.32 0.48
H -1.34 0.87 -1.22
H 0.08 2.24 0.42
H 1.02 1.73 -1.01
*
```

[15]
Entry from the Open Molecules 2025 dataset: the molecule C5H7NO (ωB97M-V with the def2-TZVPD basis set).

Properties
HOMO energy: -9.54 eV
Kohn-Sham gap: 0.380 hartree
SMILES string: C=N[C@H]1C[C@H]1C=O

Geometry as ORCA input:
```
! RIJCOSX wB97M-V def2-TZVPD def2/J DEFGRID3
* xyz 0 1
C 1.32 -0.62 1.04
N 0.81 -1.45 0.24
C -0.41 -1.06 -0.42
C -1.45 -0.22 0.27
C -0.54 0.40 -0.76
C 0.59 1.36 -0.50
O 1.72 1.19 -0.89
H 0.81 0.30 1.38
H 2.35 -0.72 1.38
H -0.75 -1.79 -1.14
H -1.34 -0.05 1.34
H -2.48 -0.37 -0.05
H -1.01 0.65 -1.71
H 0.31 2.30 0.03
*
```

[16]
Entry from the Open Molecules 2025 dataset: the molecule C5H7NO at a distorted geometry (ωB97M-V with the def2-TZVPD basis set).

Properties
HOMO energy: -10.15 eV
Kohn-Sham gap: 0.398 hartree
SMILES string: C[C@H](C#N)CC=O

Geometry as ORCA input:
```
! RIJCOSX wB97M-V def2-TZVPD def2/J DEFGRID3
* xyz 0 1
C -1.45 -1.34 0.17
C -0.53 -0.15 0.47
C -1.27 1.10 0.24
N -1.90 2.05 0.04
C 0.76 -0.21 -0.36
C 1.71 0.95 -0.13
O 1.36 2.04 0.25
H -2.33 -1.33 0.81
H -0.91 -2.28 0.34
H -1.78 -1.32 -0.87
H -0.25 -0.17 1.53
H 1.28 -1.15 -0.16
H 0.52 -0.23 -1.44
H 2.78 0.74 -0.34
*
```

[17]
Entry from the Open Molecules 2025 dataset: the molecule C5H7NO at a distorted geometry (ωB97M-V with the def2-TZVPD basis set).

Properties
HOMO energy: -7.95 eV
Kohn-Sham gap: 0.331 hartree
SMILES string: Cc1cc(N)co1

Geometry as ORCA input:
```
! RIJCOSX wB97M-V def2-TZVPD def2/J DEFGRID3
* xyz 0 1
C 2.42 -0.12 -0.01
C 0.93 0.08 -0.07
C -0.15 -0.69 -0.41
C -1.31 0.03 0.03
N -2.60 -0.52 -0.05
C -0.88 1.26 0.38
O 0.50 1.27 0.40
H 2.94 0.55 -0.70
H 2.70 -1.15 -0.22
H 2.79 0.12 1.00
H -0.33 -1.10 -1.38
H -2.54 -1.51 -0.27
H -3.10 -0.42 0.83
H -1.38 2.21 0.46
*
```

Computed ΔE to the lowest compared entry with this formula, charge and spin (kJ/mol) in order:
86.1; 393.2; 207.1; 746.9; 222.3; 94.8; 46.8; 438.2; 450.5; 122.7; 46.1; 348.2; 340.1; 214.8; 265.4; 83.1; 171.9
Computed E (Eh) in order:
-324.6917; -324.5747; -324.6456; -324.4400; -324.6398; -324.6884; -324.7066; -324.5576; -324.5529; -324.6777; -324.7069; -324.5918; -324.5949; -324.6427; -324.6234; -324.6928; -324.6590